# 1
{
  "formula": "C22H37N3O4S",
  "method": "wB97M-V/def2-TZVPD",
  "e_tot_ha": -1723.979040,
  "smiles": "CCCCCCCCNC(=O)C[C@@H](NS(=O)(=O)c1ccc(NC(C)=O)cc1)C(C)C",
  "e_above_lowest_kj_mol": 0.0,
  "molar_mass_g_mol": 439.622,
  "lumo_ev": 0.31,
  "species": ["C", "C", "C", "C", "C", "C", "C", "C", "N", "C", "O", "C", "H", "C", "N", "S", "O", "O", "C", "C", "C", "C", "C", "C", "H", "H", "N", "C", "O", "C", "H", "H", "H", "H", "H", "H", "H", "H", "C", "C", "H", "H", "H", "C", "H", "H", "H", "H", "H", "H", "H", "H", "H", "H", "H", "H", "H", "H", "H", "H", "H", "H", "H", "H", "H", "H", "H"],
  "coordinates": [[-6.331, -3.952, -0.408], [-5.564, -3.278, 0.724], [-4.058, -3.201, 0.468], [-3.648, -2.384, -0.759], [-4.121, -0.929, -0.750], [-3.565, -0.140, 0.434], [-3.804, 1.361, 0.279], [-3.263, 2.168, 1.462], [-1.825, 2.078, 1.575], [-1.003, 3.070, 1.182], [-1.391, 4.145, 0.767], [0.471, 2.705, 1.286], [0.609, 1.938, 2.048], [0.988, 2.163, -0.061], [0.234, 1.010, -0.521], [0.345, -0.420, 0.322], [-0.393, -1.383, -0.439], [-0.030, -0.260, 1.709], [2.086, -0.749, 0.205], [2.606, -1.049, -1.040], [3.959, -1.290, -1.167], [4.794, -1.234, -0.046], [4.253, -0.932, 1.204], [2.896, -0.691, 1.322], [2.452, -0.464, 2.278], [4.896, -0.892, 2.067], [6.149, -1.491, -0.236], [7.169, -1.482, 0.683], [7.029, -1.221, 1.852], [8.499, -1.837, 0.057], [8.456, -2.833, -0.380], [9.269, -1.816, 0.822], [8.752, -1.122, -0.723], [6.403, -1.720, -1.188], [4.377, -1.527, -2.135], [1.941, -1.094, -1.886], [-0.724, 1.224, -0.761], [2.013, 1.800, 0.090], [1.000, 3.210, -1.191], [1.644, 2.601, -2.436], [1.146, 1.675, -2.709], [1.577, 3.294, -3.272], [2.694, 2.386, -2.248], [1.735, 4.485, -0.787], [1.886, 5.112, -1.662], [1.152, 5.054, -0.069], [2.709, 4.253, -0.359], [-0.038, 3.472, -1.418], [1.040, 3.590, 1.562], [-1.426, 1.191, 1.856], [-3.714, 1.813, 2.393], [-3.500, 3.227, 1.329], [-3.331, 1.720, -0.639], [-4.876, 1.551, 0.193], [-2.495, -0.347, 0.511], [-4.038, -0.478, 1.358], [-3.778, -0.460, -1.676], [-5.212, -0.881, -0.746], [-4.028, -2.870, -1.661], [-2.558, -2.384, -0.816], [-3.571, -2.783, 1.350], [-3.674, -4.216, 0.339], [-5.724, -3.846, 1.644], [-5.965, -2.277, 0.888], [-5.919, -4.938, -0.613], [-6.278, -3.362, -1.320], [-7.379, -4.067, -0.140]]
}

---

# 2
{
  "formula": "C22H37N8P",
  "method": "wB97M-V/def2-TZVPD",
  "e_tot_ha": -1639.696416,
  "smiles": "[PH4]CCCCn1cccc1.CC#N.CC#N.CC#N.CC#N.CC#N.CC#N.CC#N",
  "molar_mass_g_mol": 444.568,
  "lumo_ev": 0.27,
  "species": ["P", "C", "C", "C", "C", "N", "C", "C", "C", "C", "H", "H", "H", "H", "H", "H", "H", "H", "H", "H", "H", "H", "H", "H", "H", "H", "C", "C", "N", "H", "H", "H", "C", "C", "N", "H", "H", "H", "C", "C", "N", "H", "H", "H", "C", "C", "N", "H", "H", "H", "C", "C", "N", "H", "H", "H", "C", "C", "N", "H", "H", "H", "C", "C", "N", "H", "H", "H"],
  "coordinates": [[-2.042, -3.345, 3.019], [-0.920, -1.790, 3.252], [0.414, -1.847, 2.500], [0.850, -0.508, 1.878], [0.754, -0.466, 0.358], [-0.618, -0.378, -0.113], [-1.298, 0.790, -0.375], [-2.605, 0.471, -0.804], [-2.699, -0.954, -0.797], [-1.446, -1.444, -0.374], [-1.003, -3.984, 2.287], [-2.195, -3.504, 4.424], [-3.018, -2.582, 2.324], [-2.864, -4.543, 2.819], [-0.745, -1.667, 4.324], [-1.507, -0.926, 2.924], [0.381, -2.618, 1.721], [1.193, -2.103, 3.211], [0.244, 0.308, 2.258], [1.884, -0.296, 2.152], [1.206, -1.352, -0.091], [1.283, 0.409, -0.020], [-0.846, 1.762, -0.270], [-3.384, 1.164, -1.075], [-3.545, -1.561, -1.070], [-1.154, -2.471, -0.241], [0.646, 0.837, -3.392], [1.405, 0.844, -4.631], [2.004, 0.840, -5.610], [1.044, 1.562, -2.684], [-0.392, 1.092, -3.576], [0.682, -0.148, -2.926], [5.126, 0.410, 3.937], [4.156, -0.672, 3.903], [3.355, -1.488, 3.810], [6.129, 0.030, 4.120], [5.122, 0.938, 2.986], [4.878, 1.124, 4.719], [-3.721, 1.250, -5.066], [-2.565, 2.067, -4.737], [-1.655, 2.719, -4.487], [-4.455, 1.835, -5.620], [-3.425, 0.404, -5.685], [-4.199, 0.870, -4.166], [1.767, -6.004, 0.752], [1.004, -6.102, 1.987], [0.400, -6.162, 2.960], [2.144, -6.983, 0.463], [1.136, -5.623, -0.049], [2.610, -5.329, 0.886], [4.093, 4.765, 2.363], [4.572, 4.103, 3.567], [4.947, 3.588, 4.521], [3.205, 4.265, 1.982], [3.829, 5.797, 2.585], [4.864, 4.764, 1.595], [-2.743, 1.776, -8.590], [-3.917, 0.937, -8.771], [-4.836, 0.261, -8.890], [-1.890, 1.177, -8.274], [-2.468, 2.285, -9.511], [-2.928, 2.529, -7.826], [-1.629, 3.040, 3.857], [-0.236, 3.460, 3.773], [0.863, 3.786, 3.711], [-1.794, 2.140, 3.269], [-1.894, 2.834, 4.893], [-2.281, 3.826, 3.479]]
}

---

# 3
{
  "formula": "C22H38AsF4N2O4ReS4Si",
  "method": "wB97M-V/def2-TZVPD",
  "e_tot_ha": -5867.033542,
  "e_above_lowest_kj_mol": 0.0,
  "molar_mass_g_mol": 888.031,
  "charge": 2,
  "lumo_ev": -8.00,
  "species": ["Re", "C", "N", "C", "C", "C", "N", "C", "C", "F", "C", "F", "C", "C", "F", "C", "F", "H", "H", "H", "H", "H", "H", "H", "H", "H", "H", "H", "S", "As", "S", "S", "S", "C", "C", "C", "C", "O", "Si", "O", "O", "C", "C", "C", "C", "O", "C", "C", "C", "C", "H", "H", "H", "H", "H", "H", "H", "H", "H", "H", "H", "H", "H", "H", "H", "H", "H", "H", "H", "H", "H", "H", "H", "H", "H", "H", "H"],
  "coordinates": [[-1.976, 0.299, 0.576], [-1.066, 2.851, -0.672], [-2.316, 2.032, -0.690], [-2.638, 1.690, -2.102], [-3.442, 2.792, -0.083], [-3.216, 2.880, 1.414], [-2.499, 1.656, 1.847], [-1.804, 1.765, 3.080], [-0.440, 1.526, 3.069], [0.119, 1.184, 1.872], [0.333, 1.631, 4.205], [1.635, 1.392, 4.132], [-0.268, 1.981, 5.401], [-1.629, 2.223, 5.422], [-2.231, 2.552, 6.553], [-2.404, 2.120, 4.275], [-3.715, 2.342, 4.321], [-1.176, 3.684, -1.369], [-0.219, 2.233, -0.966], [-0.898, 3.239, 0.330], [-2.788, 2.612, -2.665], [-3.545, 1.092, -2.143], [-1.807, 1.134, -2.532], [-4.364, 2.264, -0.323], [-3.492, 3.784, -0.535], [-4.169, 2.932, 1.940], [-2.629, 3.755, 1.696], [0.317, 2.061, 6.308], [-3.972, -4.262, 1.066], [-3.705, -2.177, 1.438], [-1.983, -1.262, 2.354], [-3.911, -0.682, -0.142], [-5.305, -3.191, 2.423], [1.260, -2.524, -4.275], [0.454, -1.545, -3.445], [-1.003, -1.966, -3.368], [0.603, -0.127, -3.966], [1.015, -1.630, -2.099], [1.010, -0.800, -0.741], [-0.716, -0.486, -0.384], [1.511, -1.659, 0.493], [1.561, -3.103, 0.780], [2.766, -3.658, 0.048], [0.266, -3.757, 0.321], [1.715, -3.202, 2.283], [1.507, 0.725, -0.736], [2.843, 1.332, -0.578], [3.704, 0.914, -1.753], [2.593, 2.827, -0.580], [3.437, 0.876, 0.743], [0.921, -2.515, -5.311], [1.147, -3.537, -3.886], [2.317, -2.258, -4.259], [-1.471, -1.878, -4.349], [-1.568, -1.341, -2.671], [-1.089, -3.004, -3.044], [0.134, -0.038, -4.946], [1.654, 0.139, -4.064], [0.135, 0.601, -3.296], [2.645, -3.550, -1.031], [2.897, -4.717, 0.273], [3.669, -3.132, 0.358], [0.148, -3.681, -0.759], [-0.588, -3.287, 0.817], [0.266, -4.814, 0.590], [2.622, -2.695, 2.611], [1.779, -4.248, 2.583], [0.859, -2.751, 2.789], [3.292, 1.284, -2.691], [3.797, -0.174, -1.812], [4.708, 1.323, -1.637], [2.153, 3.142, -1.528], [3.532, 3.366, -0.453], [1.932, 3.107, 0.243], [3.635, -0.195, 0.748], [2.767, 1.107, 1.572], [4.381, 1.395, 0.910]]
}

---

# 4
{
  "formula": "C22H38Cl10F8O4",
  "method": "wB97M-V/def2-TZVPD",
  "e_tot_ha": -6562.350820,
  "spin_multiplicity": 2,
  "s_squared": 0.754,
  "molar_mass_g_mol": 873.056,
  "charge": 1,
  "lumo_ev": [-2.69, -8.93],
  "species": ["C", "C", "C", "F", "F", "F", "F", "O", "C", "C", "F", "F", "F", "F", "H", "H", "H", "H", "C", "C", "C", "O", "C", "H", "H", "H", "H", "H", "H", "H", "H", "C", "C", "C", "O", "C", "H", "H", "H", "H", "H", "H", "H", "H", "C", "C", "C", "O", "C", "H", "H", "H", "H", "H", "H", "H", "H", "C", "Cl", "Cl", "H", "H", "C", "Cl", "Cl", "H", "H", "C", "Cl", "Cl", "H", "H", "C", "Cl", "Cl", "H", "H", "C", "Cl", "Cl", "H", "H"],
  "coordinates": [[-8.559, -0.275, 7.187], [-9.045, -1.708, 6.838], [-8.527, -2.690, 8.012], [-9.041, -3.908, 8.261], [-7.234, -2.767, 7.962], [-10.344, -1.673, 6.777], [-8.570, -2.137, 5.650], [-8.797, 0.177, 8.559], [-9.963, 0.931, 8.773], [-10.136, 1.296, 10.233], [-9.117, 1.952, 10.763], [-11.279, 1.784, 10.708], [-9.924, 1.980, 7.946], [-10.992, 0.137, 8.475], [-8.885, 0.490, 6.482], [-7.476, -0.223, 7.071], [-8.684, -2.087, 8.906], [-10.154, 0.355, 10.783], [-2.990, -0.448, 7.617], [-2.871, -0.555, 6.119], [-4.214, -0.852, 5.511], [-5.015, -1.153, 6.614], [-4.493, -0.355, 7.711], [-2.471, 0.390, 8.083], [-2.646, -1.394, 8.035], [-2.141, -1.286, 5.771], [-2.428, 0.335, 5.672], [-4.227, -1.742, 4.881], [-4.575, -0.068, 4.846], [-4.884, -0.961, 8.528], [-4.893, 0.656, 7.625], [-6.856, -4.111, 1.967], [-6.153, -3.030, 2.780], [-7.068, -1.872, 2.457], [-8.255, -2.305, 1.845], [-8.328, -3.678, 1.989], [-6.682, -5.136, 2.295], [-6.530, -4.167, 0.928], [-5.116, -3.074, 2.447], [-6.304, -3.306, 3.823], [-6.454, -1.412, 1.682], [-7.228, -1.284, 3.361], [-8.906, -4.288, 1.294], [-8.808, -3.800, 2.960], [-5.602, -3.140, 11.366], [-6.153, -4.194, 12.181], [-5.029, -5.239, 12.060], [-4.569, -5.158, 10.702], [-4.737, -3.846, 10.263], [-5.055, -2.357, 11.890], [-6.343, -2.574, 10.800], [-6.975, -4.647, 11.626], [-6.336, -3.835, 13.194], [-5.568, -6.156, 12.297], [-4.327, -5.001, 12.859], [-5.187, -3.591, 9.303], [-3.791, -3.306, 10.247], [-8.766, 4.625, 12.676], [-10.070, 4.081, 13.716], [-7.953, 6.063, 13.273], [-7.974, 3.876, 12.709], [-9.200, 4.967, 11.737], [-8.168, -6.819, 8.077], [-7.750, -6.338, 9.721], [-8.014, -8.497, 7.771], [-9.178, -6.528, 7.789], [-7.456, -6.304, 7.431], [-11.256, -4.983, 5.515], [-11.716, -3.610, 4.364], [-9.777, -5.770, 4.840], [-11.174, -4.560, 6.517], [-11.915, -5.843, 5.398], [-7.977, 1.180, 14.161], [-7.999, -0.437, 13.461], [-6.378, 1.840, 14.694], [-8.362, 1.915, 13.455], [-8.670, 1.334, 14.989], [-13.329, 0.890, 13.455], [-11.613, 0.738, 13.618], [-14.123, 1.954, 14.609], [-13.562, 1.225, 12.444], [-13.696, -0.100, 13.725]]
}

---

# 5
{
  "formula": "C22H38N2O10",
  "method": "wB97M-V/def2-TZVPD",
  "e_tot_ha": -1723.030746,
  "smiles": "CCC[C@H](OCO)[C@@H](N)N(C(C)=O)C(C)=O.O=C1CCCO1.O=C1CCCO1.O=C1CCCO1",
  "e_above_lowest_kj_mol": 1.3,
  "molar_mass_g_mol": 490.550,
  "lumo_ev": 0.42,
  "species": ["C", "C", "C", "C", "O", "C", "O", "C", "N", "N", "C", "C", "O", "C", "C", "O", "H", "H", "H", "H", "H", "H", "H", "H", "H", "H", "H", "H", "H", "H", "H", "H", "H", "H", "H", "H", "O", "C", "O", "C", "C", "C", "H", "H", "H", "H", "H", "H", "O", "C", "O", "C", "C", "C", "H", "H", "H", "H", "H", "H", "O", "C", "O", "C", "C", "C", "H", "H", "H", "H", "H", "H"],
  "coordinates": [[4.060, 2.679, -0.783], [3.774, 1.176, -0.845], [2.433, 0.879, -1.517], [1.261, 1.287, -0.618], [0.813, 0.112, 0.047], [0.414, 0.345, 1.357], [0.515, -0.886, 2.023], [0.112, 1.933, -1.449], [-1.191, 1.290, -1.311], [0.089, 3.387, -1.240], [-0.685, 4.093, -2.171], [-1.093, 5.489, -1.768], [-0.961, 3.645, -3.283], [-0.074, 3.798, 0.147], [-1.393, 3.589, 0.855], [0.864, 4.304, 0.744], [5.117, 2.902, -0.878], [3.524, 3.228, -1.551], [3.738, 3.089, 0.170], [4.567, 0.680, -1.396], [3.801, 0.733, 0.144], [2.366, -0.181, -1.734], [2.417, 1.452, -2.438], [1.672, 1.972, 0.120], [1.052, 1.080, 1.853], [-0.629, 0.683, 1.415], [0.312, -0.708, 2.945], [0.373, 1.802, -2.489], [-1.381, 1.089, -0.338], [-1.077, 0.379, -1.735], [-0.306, 6.022, -1.247], [-1.338, 6.038, -2.666], [-1.990, 5.448, -1.160], [-2.137, 3.067, 0.271], [-1.765, 4.576, 1.110], [-1.182, 3.092, 1.793], [-0.585, 0.256, 4.442], [-1.286, -0.526, 5.026], [-0.943, -1.054, 6.212], [-1.916, -2.033, 6.624], [-3.187, -1.673, 5.864], [-2.619, -1.085, 4.573], [-1.538, -3.022, 6.359], [-2.030, -1.977, 7.703], [-3.850, -2.522, 5.716], [-3.738, -0.905, 6.408], [-2.429, -1.848, 3.817], [-3.238, -0.299, 4.150], [4.648, -2.052, 0.082], [3.846, -2.939, 0.056], [4.217, -4.246, 0.063], [3.059, -5.087, -0.078], [1.885, -4.234, 0.383], [2.337, -2.831, -0.013], [2.972, -5.377, -1.128], [3.204, -5.982, 0.523], [0.936, -4.535, -0.057], [1.789, -4.293, 1.469], [2.053, -2.587, -1.038], [1.969, -2.069, 0.660], [-1.561, -3.232, -2.329], [-2.025, -2.465, -3.117], [-1.740, -1.140, -3.101], [-2.513, -0.442, -4.098], [-2.894, -1.510, -5.116], [-3.001, -2.758, -4.240], [-3.381, 0.001, -3.608], [-1.905, 0.355, -4.517], [-3.801, -1.269, -5.665], [-2.086, -1.637, -5.838], [-3.996, -2.873, -3.806], [-2.721, -3.671, -4.756]]
}

---

# 6
{
  "formula": "C22H38N2O7V",
  "method": "wB97M-V/def2-TZVPD",
  "e_tot_ha": -2440.365147,
  "spin_multiplicity": 3,
  "s_squared": 2.010,
  "molar_mass_g_mol": 493.497,
  "charge": 3,
  "lumo_ev": [-10.15, -9.35],
  "species": ["V", "C", "C", "O", "C", "C", "O", "C", "C", "O", "C", "C", "O", "C", "C", "O", "C", "C", "O", "H", "H", "H", "H", "H", "H", "H", "H", "H", "H", "H", "H", "H", "H", "H", "H", "H", "H", "H", "H", "H", "H", "H", "H", "C", "C", "N", "C", "C", "C", "O", "C", "C", "C", "C", "N", "C", "H", "H", "H", "H", "H", "H", "H", "H", "H", "H", "H", "H", "H", "H"],
  "coordinates": [[0.201, -1.241, 1.297], [1.036, 0.300, 3.787], [-0.347, 0.791, 3.491], [-0.503, 0.667, 2.058], [-1.834, 0.978, 1.563], [-2.749, -0.148, 1.980], [-1.928, -1.347, 1.931], [-2.495, -2.473, 2.645], [-1.324, -3.340, 3.023], [-0.420, -3.389, 1.896], [-0.898, -4.207, 0.792], [-1.274, -3.298, -0.352], [-0.250, -2.265, -0.468], [0.985, -2.656, -1.150], [2.023, -3.113, -0.143], [1.909, -2.231, 1.019], [2.502, -2.742, 2.254], [2.475, -1.596, 3.223], [1.142, -1.004, 3.132], [1.196, 0.177, 4.857], [1.803, 0.953, 3.369], [-0.456, 1.837, 3.777], [-1.101, 0.192, 4.004], [-1.739, 1.071, 0.482], [-2.157, 1.943, 1.952], [-3.598, -0.238, 1.302], [-3.124, -0.038, 2.997], [-3.227, -2.971, 2.007], [-3.006, -2.116, 3.541], [-1.636, -4.345, 3.306], [-0.754, -2.908, 3.843], [-1.752, -4.808, 1.103], [-0.093, -4.891, 0.534], [-2.199, -2.759, -0.172], [-1.357, -3.830, -1.298], [1.312, -1.777, -1.695], [0.766, -3.449, -1.863], [3.027, -3.018, -0.553], [1.873, -4.132, 0.208], [3.524, -3.065, 2.060], [1.904, -3.587, 2.592], [3.208, -0.826, 2.982], [2.648, -1.947, 4.240], [-2.079, 4.804, -3.670], [-1.732, 3.457, -4.276], [-0.517, 2.857, -3.668], [0.711, 2.863, -4.475], [1.262, 4.257, -4.715], [-0.662, 2.287, -2.484], [-1.723, 2.163, -1.863], [0.531, 1.764, -1.702], [1.729, 2.414, -1.446], [2.580, 1.910, -0.464], [2.193, 0.804, 0.260], [1.019, 0.182, 0.024], [0.237, 0.640, -0.960], [-2.960, 5.210, -4.165], [-1.268, 5.523, -3.787], [-2.308, 4.699, -2.609], [-1.531, 3.542, -5.343], [-2.550, 2.752, -4.147], [0.473, 2.383, -5.426], [1.454, 2.229, -3.993], [0.550, 4.875, -5.261], [2.171, 4.198, -5.313], [1.496, 4.771, -3.780], [1.989, 3.317, -1.985], [3.521, 2.392, -0.238], [2.816, 0.409, 1.052], [-0.713, 0.145, -1.120]]
}